The following is a DFT calculation (ωB97M-V with the def2-TZVPD basis set) of a molecular structure, C17H48ClN4O9 in a non-equilibrium geometry.

Calculated values
Multiplicity ... 1
Gap between HOMO and LUMO ... 7.80 eV
Highest occupied orbital energy ... -4.932 eV
Lowest unoccupied orbital energy ... 2.872 eV
Net charge ... -1
Relative energy (zero: lowest compared OMol25 entry of this formula, charge and spin) ... 284.9 kcal/mol

Atoms and positions in Å:
1 Cl 8.205 13.064 3.382
2 O 8.888 11.839 3.084
3 O 8.710 13.644 4.627
4 O 8.236 13.976 2.289
5 O 6.824 12.778 3.792
6 C 5.372 15.268 2.358
7 O 5.142 13.971 1.991
8 H 4.803 15.481 3.263
9 H 6.447 15.291 2.534
10 H 5.010 15.925 1.567
11 H 5.975 13.495 1.954
12 C 7.454 13.758 6.480
13 C 6.016 14.192 6.868
14 C 4.969 14.565 5.679
15 O 3.598 14.834 6.183
16 C 2.643 14.951 5.109
17 N 5.480 13.250 7.815
18 H 7.500 12.874 5.844
19 H 8.046 13.545 7.370
20 H 7.999 14.622 6.101
21 H 6.197 15.154 7.347
22 H 5.104 13.733 4.988
23 H 5.287 15.506 5.230
24 H 1.632 14.715 5.442
25 H 2.941 14.305 4.284
26 H 2.552 16.016 4.898
27 H 4.526 13.472 8.061
28 H 6.029 13.294 8.662
29 C 11.087 14.066 6.109
30 C 10.676 12.605 5.923
31 C 11.541 11.545 6.672
32 O 12.745 11.324 6.010
33 C 12.939 10.011 5.420
34 N 9.284 12.558 6.386
35 H 12.167 14.089 5.960
36 H 10.964 14.362 7.150
37 H 10.537 14.636 5.360
38 H 10.747 12.330 4.870
39 H 11.061 10.567 6.670
40 H 11.583 11.704 7.749
41 H 13.892 9.968 4.894
42 H 12.195 9.637 4.716
43 H 12.994 9.274 6.222
44 H 9.301 13.169 7.190
45 H 8.803 13.198 5.770
46 C 12.397 17.905 0.771
47 C 11.093 18.079 1.628
48 C 10.703 16.902 2.583
49 O 9.594 17.232 3.406
50 C 8.916 16.108 3.964
51 N 11.378 19.218 2.495
52 H 12.302 17.039 0.117
53 H 13.219 17.686 1.453
54 H 12.741 18.744 0.166
55 H 10.246 18.220 0.955
56 H 11.545 16.453 3.110
57 H 10.336 16.107 1.934
58 H 8.033 16.458 4.499
59 H 9.677 15.773 4.669
60 H 8.720 15.379 3.178
61 H 11.087 20.058 2.017
62 H 10.622 19.135 3.160
63 C 6.490 12.355 0.392
64 C 6.062 11.413 1.597
65 C 5.217 10.254 1.069
66 O 6.020 9.341 0.236
67 C 5.336 8.253 -0.379
68 N 7.327 10.980 2.194
69 H 6.879 13.280 0.817
70 H 5.742 12.736 -0.304
71 H 7.191 11.759 -0.193
72 H 5.580 12.061 2.329
73 H 4.405 10.688 0.485
74 H 4.731 9.631 1.820
75 H 4.617 8.481 -1.167
76 H 4.806 7.674 0.377
77 H 6.052 7.618 -0.900
78 H 7.953 10.496 1.566
79 H 7.928 11.713 2.544

The following is a DFT calculation (ωB97M-V with the def2-TZVPD basis set) of 2 unconnected molecules or ions with the total composition C3H8NO in a non-equilibrium geometry.

Calculated values
Multiplicity ... 1
Gap between HOMO and LUMO ... 10.32 eV
Highest occupied orbital energy ... -14.437 eV
Lowest unoccupied orbital energy ... -4.122 eV
Net charge ... +1
Relative energy (zero: lowest compared OMol25 entry of this formula, charge and spin) ... 61.8 kcal/mol

Atoms and positions in Å:
1 C 1.322 0.013 1.608
2 C -0.235 -0.223 -1.578
3 C -0.382 0.751 0.666
4 N -0.703 -0.461 -0.156
5 O 1.661 -1.044 1.193
6 H 1.484 0.645 2.488
7 H 0.933 -0.078 -1.390
8 H -0.575 -1.055 -2.352
9 H -0.624 0.663 -2.072
10 H -1.121 1.111 1.372
11 H 0.029 1.660 0.225
12 H -1.748 -0.763 -0.202
13 H -0.042 -1.220 0.197

The following is a DFT calculation (ωB97M-V with the def2-TZVPD basis set) of 7 unconnected molecules or ions with the total composition C23H50F9N2O10 in a non-equilibrium geometry.

Calculated values
Multiplicity ... 1
Gap between HOMO and LUMO ... 8.15 eV
Highest occupied orbital energy ... -11.612 eV
Lowest unoccupied orbital energy ... -3.463 eV
Net charge ... +1

Atoms and positions in Å:
1 C -1.216 -0.188 3.508
2 C -0.846 -1.314 2.375
3 O 0.554 -1.212 1.857
4 C 0.520 -1.995 0.574
5 N 0.083 -1.039 -0.472
6 C 0.736 -1.117 -1.807
7 C 1.660 0.218 -2.211
8 C 2.272 1.033 -0.945
9 C 2.262 2.648 -1.380
10 C 0.727 3.197 -1.002
11 C 0.550 3.470 0.633
12 C -0.902 2.867 1.155
13 C -1.954 4.124 1.381
14 O -2.536 4.550 0.098
15 C -3.933 4.101 -0.056
16 C 1.496 -2.512 -2.196
17 C 0.798 -3.363 -3.421
18 F 1.603 -4.637 -3.537
19 F 1.097 -2.610 -4.679
20 C -0.765 -3.766 -3.212
21 F -1.344 -3.487 -1.881
22 F -0.828 -5.269 -3.372
23 C -1.812 -3.166 -4.327
24 F -1.655 -3.815 -5.665
25 F -1.684 -1.687 -4.550
26 C -3.415 -3.389 -3.920
27 F -4.317 -3.201 -5.118
28 F -3.853 -2.314 -2.953
29 F -3.714 -4.743 -3.404
30 N 1.772 -3.467 -1.074
31 C 1.859 -2.882 0.312
32 C 3.208 -2.024 0.651
33 C 4.382 -2.048 -0.488
34 C 1.940 -4.229 1.306
35 O 1.356 -4.020 2.633
36 C 2.370 -3.830 3.681
37 C 2.479 -2.284 4.310
38 O 3.213 -4.751 4.156
39 H -2.009 0.561 3.026
40 H -0.310 0.438 3.905
41 H -1.814 -0.742 4.374
42 H -1.655 -1.184 1.507
43 H -1.062 -2.402 2.816
44 H -0.371 -2.773 0.741
45 H -0.954 -0.936 -0.569
46 H -0.163 -1.048 -2.597
47 H 0.962 0.983 -2.806
48 H 2.539 -0.037 -2.940
49 H 3.425 0.795 -0.746
50 H 1.671 0.983 0.054
51 H 2.328 2.732 -2.560
52 H 3.107 3.267 -0.859
53 H 0.486 4.238 -1.519
54 H -0.117 2.456 -1.396
55 H 1.378 2.835 1.212
56 H 0.729 4.587 0.938
57 H -1.398 2.124 0.384
58 H -0.811 2.281 2.177
59 H -2.747 3.802 2.193
60 H -1.300 5.028 1.787
61 H -4.044 3.591 -1.124
62 H -4.701 4.997 -0.054
63 H -4.279 3.298 0.724
64 H 2.566 -2.189 -2.620
65 H 0.972 -4.170 -1.052
66 H 2.632 -4.064 -1.266
67 H 2.974 -0.889 0.939
68 H 3.703 -2.473 1.641
69 H 5.400 -1.770 0.057
70 H 4.100 -1.242 -1.299
71 H 4.574 -3.122 -0.969
72 H 3.079 -4.554 1.457
73 H 1.410 -5.168 0.835
74 H 2.987 -2.277 5.371
75 H 1.421 -1.731 4.301
76 H 3.198 -1.664 3.601
77 O -6.763 4.795 -1.253
78 H -7.381 4.089 -1.011
79 H -7.321 5.452 -1.696
80 O 5.133 -1.178 2.523
81 H 6.039 -0.938 2.276
82 H 5.220 -1.516 3.427
83 O 3.590 -1.223 7.040
84 H 4.045 -1.079 7.883
85 H 2.650 -1.196 7.273
86 O -2.819 5.970 -2.867
87 H -2.969 5.308 -3.559
88 H -3.024 5.501 -2.045
89 O -6.118 1.817 -0.829
90 H -5.729 1.472 -1.646
91 H -6.030 2.778 -0.915
92 O -2.903 8.238 -0.363
93 H -2.657 7.582 0.306
94 H -3.037 7.713 -1.167

The following is a DFT calculation (ωB97M-V with the def2-TZVPD basis set) of 2 unconnected molecules or ions with the total composition C6H11N3O in a non-equilibrium geometry.

Calculated values
Multiplicity ... 1
Structure (SMILES) ... Cc1c[nH]cn1.CC(N)=O
Gap between HOMO and LUMO ... 9.57 eV
Highest occupied orbital energy ... -8.898 eV
Lowest unoccupied orbital energy ... 0.672 eV
Net charge ... 0
Relative energy (zero: lowest compared OMol25 entry of this formula, charge and spin) ... 61.5 kcal/mol

Atoms and positions in Å:
1 C 0.949 1.418 -0.302
2 C -2.509 2.525 -0.109
3 C -0.546 1.546 -0.403
4 C -1.501 0.665 -0.964
5 N -1.206 2.664 -0.046
6 N -2.710 1.329 -0.722
7 H -3.252 3.079 0.100
8 H -3.605 0.647 -0.518
9 H -1.356 -0.352 -1.317
10 H 1.404 1.556 0.663
11 H 1.581 2.021 -0.760
12 H 1.213 0.377 -0.542
13 C 2.304 -1.905 -0.600
14 C 1.560 -2.392 0.579
15 O 1.510 -3.595 0.931
16 N 1.130 -1.463 1.450
17 H 1.608 -1.430 -1.357
18 H 3.069 -2.614 -1.057
19 H 1.078 -1.867 2.442
20 H 1.079 -0.467 1.368
21 H 3.057 -1.036 -0.450

The following is a DFT calculation (ωB97M-V with the def2-TZVPD basis set) of a molecular structure, C31H23I2LuN6O3 in a non-equilibrium geometry.

Calculated values
Multiplicity ... 1
Gap between HOMO and LUMO ... 5.36 eV
Highest occupied orbital energy ... -6.294 eV
Lowest unoccupied orbital energy ... -0.934 eV
Net charge ... 0
Relative energy (zero: lowest compared OMol25 entry of this formula, charge and spin) ... 0.0 kcal/mol

Atoms and positions in Å:
1 Lu -0.511 -0.351 0.766
2 O -1.275 4.092 0.201
3 C -1.302 2.870 0.300
4 N -0.296 1.927 0.040
5 C 0.994 2.316 -0.189
6 C 1.583 3.549 -0.123
7 C 3.090 3.467 -0.077
8 C 4.447 1.254 -0.012
9 C 3.949 0.291 0.757
10 C 2.425 0.368 0.789
11 N 1.704 -0.910 0.758
12 C 2.175 -2.057 0.192
13 O 3.202 -2.224 -0.492
14 C 1.252 -3.207 0.387
15 C 1.673 -4.479 -0.006
16 C 0.835 -5.560 0.194
17 C -0.408 -5.337 0.808
18 C -0.771 -4.040 1.142
19 N 0.009 -2.983 0.895
20 C -2.554 2.210 0.712
21 C -3.791 2.857 0.524
22 C -4.972 2.205 0.845
23 C -4.888 0.951 1.445
24 C -3.638 0.442 1.746
25 N -2.496 0.974 1.282
26 H 0.959 4.436 -0.034
27 H 3.523 4.244 -0.727
28 H 5.485 1.569 -0.105
29 H 4.479 -0.515 1.277
30 H 2.659 -4.599 -0.436
31 H 1.144 -6.588 -0.052
32 H -1.098 -6.164 1.013
33 H -1.737 -3.869 1.637
34 H -3.803 3.865 0.135
35 H -5.943 2.603 0.621
36 H -5.769 0.369 1.727
37 H -3.563 -0.445 2.378
38 I 5.560 4.552 1.261
39 C 3.666 3.640 1.318
40 C 3.236 3.141 2.512
41 C 2.198 2.210 2.768
42 I 0.893 2.890 4.319
43 C 1.794 1.046 2.078
44 O 0.734 0.405 2.450
45 C 2.054 1.243 -0.439
46 C 1.680 0.365 -1.656
47 N 0.364 -0.325 -1.546
48 C -0.711 -0.059 -2.554
49 C -1.896 -0.943 -2.192
50 C -2.720 -1.496 -3.204
51 C -3.723 -2.402 -2.857
52 C -3.900 -2.684 -1.504
53 C -3.117 -2.053 -0.551
54 N -2.114 -1.214 -0.880
55 C 3.394 2.049 -0.699
56 H 3.811 3.506 3.360
57 H 2.477 -0.388 -1.797
58 H 1.662 1.035 -2.527
59 H 0.594 -1.323 -1.648
60 H -0.358 -0.233 -3.599
61 H -0.977 1.009 -2.499
62 H -2.620 -1.181 -4.217
63 H -4.341 -2.907 -3.589
64 H -4.701 -3.341 -1.182
65 H -3.252 -2.232 0.522
66 H 3.539 2.158 -1.771

The following is a DFT calculation (ωB97M-V with the def2-TZVPD basis set) of a single C5H10O molecule in a non-equilibrium geometry.

Calculated values
Multiplicity ... 1
Structure (SMILES) ... C[C@H]1CC[C@H]1O
Gap between HOMO and LUMO ... 9.72 eV
Highest occupied orbital energy ... -8.769 eV
Lowest unoccupied orbital energy ... 0.954 eV
Net charge ... 0
Relative energy (zero: lowest compared OMol25 entry of this formula, charge and spin) ... 57.5 kcal/mol

Atoms and positions in Å:
1 C 1.466 -1.027 -0.046
2 C 0.363 -0.297 0.616
3 C 0.259 1.392 0.284
4 C -1.059 1.053 -0.268
5 C -1.022 -0.378 0.083
6 O -1.151 -1.125 -1.082
7 H 1.318 -2.108 0.075
8 H 1.442 -0.810 -1.118
9 H 2.447 -0.772 0.359
10 H 0.624 0.098 1.609
11 H 0.168 2.181 1.052
12 H 1.017 1.706 -0.419
13 H -1.871 1.601 0.192
14 H -1.141 1.177 -1.340
15 H -1.795 -0.651 0.796
16 H -1.064 -2.041 -0.790

The following is a DFT calculation (ωB97M-V with the def2-TZVPD basis set) of a single C4H6Cl2 molecule in a non-equilibrium geometry.

Calculated values
Multiplicity ... 1
Structure (SMILES) ... C/C(=C\Cl)CCl
Gap between HOMO and LUMO ... 10.59 eV
Highest occupied orbital energy ... -9.714 eV
Lowest unoccupied orbital energy ... 0.878 eV
Net charge ... 0
Relative energy (zero: lowest compared OMol25 entry of this formula, charge and spin) ... 2.0 kcal/mol

Atoms and positions in Å:
1 C -0.818 -0.475 1.365
2 C 0.185 0.079 0.374
3 C 1.333 -0.781 -0.016
4 C 0.056 1.216 -0.247
5 H -0.363 -0.714 2.312
6 H -1.677 0.196 1.536
7 H -1.257 -1.402 1.011
8 H 2.079 -0.331 -0.653
9 H 1.891 -1.111 0.922
10 H 0.800 1.565 -0.892
11 Cl 0.832 -2.318 -0.846
12 Cl -1.186 2.411 0.075

What did the sixth record say?
The following is a DFT calculation (ωB97M-V with the def2-TZVPD basis set) of a single C5H10O molecule in a non-equilibrium geometry.

Calculated values
Multiplicity ... 1
Structure (SMILES) ... C[C@H]1CC[C@H]1O
Gap between HOMO and LUMO ... 9.72 eV
Highest occupied orbital energy ... -8.769 eV
Lowest unoccupied orbital energy ... 0.954 eV
Net charge ... 0
Relative energy (zero: lowest compared OMol25 entry of this formula, charge and spin) ... 57.5 kcal/mol

Atoms and positions in Å:
1 C 1.466 -1.027 -0.046
2 C 0.363 -0.297 0.616
3 C 0.259 1.392 0.284
4 C -1.059 1.053 -0.268
5 C -1.022 -0.378 0.083
6 O -1.151 -1.125 -1.082
7 H 1.318 -2.108 0.075
8 H 1.442 -0.810 -1.118
9 H 2.447 -0.772 0.359
10 H 0.624 0.098 1.609
11 H 0.168 2.181 1.052
12 H 1.017 1.706 -0.419
13 H -1.871 1.601 0.192
14 H -1.141 1.177 -1.340
15 H -1.795 -0.651 0.796
16 H -1.064 -2.041 -0.790